Entry from the Open Molecules 2025 dataset: a cluster of 2 separate species, C9H17FN3 in total (ωB97M-V/def2-TZVPD).

Structure (XYZ):
```
30
Properties=species:S:1:pos:R:3:mulliken_charge:R:1
F -0.41 1.21 -1.70 -0.3228
N 2.52 0.87 -0.22 0.2177
N -0.41 -2.29 -0.88 -0.5207
N 2.13 -1.27 -0.02 0.0936
C -2.88 0.97 0.12 -1.0867
C -1.30 -0.34 1.46 -1.2120
C -0.59 0.25 -0.77 0.9629
C 3.47 -1.11 0.05 -0.5541
C 2.34 2.27 -0.03 -0.7356
C 1.57 -0.07 -0.19 -0.2684
C -0.94 -1.10 -1.39 -1.1166
C 3.70 0.21 0.10 -0.4079
C -1.36 0.81 0.41 -0.0246
H -3.24 1.29 1.13 0.3994
H -1.13 -2.60 -0.22 0.2423
H 4.13 -1.90 0.11 0.5085
H 1.85 2.64 -1.01 0.2905
H 1.50 -2.12 -0.09 0.3808
H 4.59 0.67 0.28 0.4733
H -0.79 1.60 0.88 0.4978
H -3.38 0.00 -0.36 0.2738
H -2.03 -1.13 0.97 0.2147
H -0.53 -0.85 -2.50 0.4072
H -0.11 -3.05 -1.45 0.2534
H -0.24 -0.64 1.56 0.2855
H -1.51 0.04 2.47 0.4572
H 1.51 2.53 0.65 0.2606
H -2.01 -1.17 -1.55 0.3945
H 3.31 2.87 0.16 0.3191
H -2.97 1.86 -0.63 0.3169
```

Values from the calculation:
* frontier orbital gap: 9.80 eV
* electronic energy: -16786.7740 eV
* strongest force on any atom: 5.7 eV/A
* net charge: +1
* relative energy (zero: lowest compared OMol25 entry of this formula, charge and spin): 0.000 eV
* spin multiplicity: 1